The following is a DFT calculation (ωB97M-V with the def2-TZVPD basis set) of a structure of composition C28H31N5O6S2Ti.

XYZ file:
```
73
Properties=species:S:1:pos:R:3:forces:R:3:mulliken_spin:R:1
Ti -0.895549 1.466198 0.433401 0.2 0.1 0.0 0.984
O 0.304788 0.692734 1.841492 -0.3 0.0 -0.2 0.035
C 0.802577 -0.142255 2.704105 0.0 0.1 0.0 0.004
C 2.198003 -0.154200 2.936977 0.0 0.0 0.0 -0.001
C 2.788050 -1.111542 3.737793 0.0 0.0 0.0 -0.001
C 2.028453 -2.108368 4.350401 0.0 0.0 0.0 0.002
C 0.654394 -2.087020 4.164150 0.1 0.0 0.0 0.000
C 0.028381 -1.109032 3.398749 0.0 0.0 0.0 0.011
C -1.435810 -1.121862 3.269803 0.0 0.0 0.0 -0.001
N -2.107057 -0.055042 3.254848 0.0 0.0 0.0 -0.003
C -3.492846 -0.131677 2.867110 0.0 0.0 0.0 0.018
C -3.578695 0.186633 1.365483 0.0 0.0 0.0 0.007
N -2.883302 1.405901 1.017301 0.0 0.0 0.2 0.182
C -3.667391 2.503948 1.094836 0.1 0.0 0.0 0.419
C -3.287140 3.851814 0.920050 0.0 0.0 0.0 -0.094
C -4.274910 4.868723 0.947568 0.0 0.0 0.0 0.166
C -3.972420 6.206571 0.790545 0.0 0.0 0.0 -0.138
C -2.647061 6.596948 0.594509 0.0 0.0 0.0 0.234
C -1.648657 5.623309 0.564807 0.0 0.0 0.0 -0.066
C -1.927098 4.266991 0.723890 0.1 -0.1 0.1 0.144
O -0.926196 3.396925 0.694004 -0.1 -0.1 -0.2 0.037
H 2.787493 0.584589 2.409215 0.0 0.0 0.0 -0.001
H 3.865514 -1.094825 3.871192 0.0 0.0 0.0 0.000
H 2.495587 -2.873633 4.958631 0.0 0.0 0.0 0.000
H 0.032090 -2.844773 4.633081 0.0 0.0 0.0 0.000
H -1.914616 -2.109950 3.159203 0.0 0.0 0.0 0.002
H -4.062971 0.614910 3.426607 0.0 0.0 0.0 0.016
H -3.927489 -1.131495 3.044956 0.0 0.0 0.0 -0.002
H -4.641034 0.239278 1.081491 0.0 0.0 0.0 0.004
H -3.140858 -0.651586 0.819451 0.0 0.0 0.0 -0.040
H -4.732910 2.335976 1.272784 0.0 0.0 0.0 0.054
H -5.308185 4.564714 1.093351 0.0 0.0 0.0 0.008
H -4.765799 6.946822 0.813685 0.0 0.0 0.0 -0.008
H -2.392366 7.642465 0.460785 0.0 0.0 0.0 0.030
H -0.609133 5.893189 0.415248 0.0 0.0 0.0 -0.008
C 2.210228 -3.504215 -4.891452 0.0 0.0 0.0 0.000
C 2.240333 -2.286637 -4.003826 0.0 0.0 0.0 0.000
C 1.090216 -1.844783 -3.363096 0.0 0.0 0.0 0.003
C 1.104819 -0.706642 -2.565736 0.0 0.0 0.0 0.007
C 2.286443 -0.009629 -2.382445 0.0 0.1 0.0 -0.005
C 3.442691 -0.428064 -3.031038 0.0 0.0 0.0 0.000
C 3.417690 -1.558021 -3.832804 0.0 0.0 0.0 0.000
S 2.367214 1.366230 -1.217945 0.0 0.0 0.1 0.007
O 3.255346 2.311567 -1.874993 0.0 0.0 0.0 -0.002
O 2.887592 0.745388 -0.007899 0.0 -0.1 0.0 0.000
N 0.927702 1.874319 -0.967528 -0.1 0.0 -0.1 -0.001
C 0.315780 2.607585 -2.084268 0.1 0.0 0.1 0.004
C -1.031405 1.981729 -2.440617 0.0 0.0 0.1 0.000
O -1.530930 2.145339 -3.544724 0.0 0.0 0.0 0.000
O -1.573026 1.313544 -1.468903 0.0 -0.1 0.1 0.004
H 1.365947 -4.148204 -4.641580 0.0 0.0 0.0 0.000
H 3.127011 -4.089793 -4.794178 0.0 0.0 0.0 0.000
H 2.110490 -3.224673 -5.943650 0.0 0.0 0.0 0.000
H 0.159430 -2.389980 -3.481739 0.0 0.0 0.0 0.000
H 0.197862 -0.380211 -2.069729 0.0 0.0 0.0 -0.003
H 4.354473 0.139885 -2.894138 0.0 0.0 0.0 0.000
H 4.325390 -1.886202 -4.330703 0.0 0.0 0.0 0.000
H 0.939581 2.658626 -2.977600 0.0 0.0 0.0 0.001
H 0.106152 3.634239 -1.766636 0.0 0.0 0.0 -0.001
C -0.216888 -4.884898 -0.747813 0.0 0.0 0.0 -0.001
N 0.794599 -3.922547 -0.384499 0.0 0.0 0.0 0.000
C 0.515425 -2.648108 -0.010545 -0.1 0.0 0.1 -0.002
S -1.072576 -2.080645 0.052556 0.2 0.1 -0.1 0.001
N 1.565481 -1.890299 0.295572 0.0 0.2 0.0 -0.002
C 2.941093 -2.314610 0.193773 0.0 0.0 -0.1 0.000
H 0.277467 -5.742035 -1.206744 0.0 0.0 0.0 0.000
H -0.917399 -4.445981 -1.457486 0.0 0.0 0.0 0.001
H -0.792777 -5.220873 0.118115 0.0 0.0 0.0 0.000
H 1.753468 -4.220141 -0.380158 0.0 0.0 0.0 0.000
H 1.408042 -0.899482 0.470432 0.0 -0.2 0.0 -0.003
H 3.186216 -2.632218 -0.828671 0.0 0.0 0.0 0.000
H 3.156336 -3.125492 0.897980 0.0 0.0 0.0 0.000
H 3.558655 -1.455442 0.433179 0.0 0.0 0.0 0.000
```
Forces are in eV/Å.

As for the net charge: -2. The energy comes out at -3456.84745 a.u. The expectation value of S² is 2.029. The relative energy (zero: lowest compared OMol25 entry of this formula, charge and spin) comes out at 0.8 kcal per mole. Its multiplicity is 3. The value obtained for the HOMO energy (spin up / spin down) is 0.68 / -2.07 eV.

The following is a DFT calculation (ωB97M-V with the def2-TZVPD basis set) of a structure of composition C28H32AsN4S3V.

XYZ file:
```
69
Properties=species:S:1:pos:R:3:forces:R:3:mulliken_spin:R:1
V 0.338335 -0.921034 -0.539887 0.0 0.3 0.1 1.141
S 2.651084 -1.093634 0.368859 0.0 0.0 0.0 0.000
C 1.931449 -1.572787 1.854918 0.0 0.1 -0.1 0.014
S 0.274943 -2.054507 1.755109 0.0 -0.1 0.0 -0.009
C 2.577228 -1.402585 3.082126 -0.1 0.0 -0.1 -0.002
C 1.921875 -1.654439 4.312327 -0.1 -0.1 0.2 0.000
N 1.417784 -1.837910 5.335763 0.0 0.0 0.0 -0.002
C 3.870552 -0.831078 3.163138 0.3 0.0 0.0 0.001
N 4.925827 -0.369725 3.256802 -0.1 0.1 0.0 -0.002
C -2.675129 -0.449440 -1.360666 0.0 0.0 0.0 -0.005
N -2.510406 0.322962 -2.558867 0.0 0.0 0.0 0.001
C -2.055490 1.680439 -2.340275 0.0 0.0 0.0 0.001
C -1.801841 -0.371464 -3.632754 -0.1 0.0 0.0 -0.008
C -0.297736 -0.165503 -3.742404 0.0 0.0 -0.1 -0.079
C 0.171184 0.188139 -5.007273 0.0 0.0 0.0 0.004
C 1.520352 0.407085 -5.248726 0.0 0.0 0.0 0.001
C 2.410281 0.294493 -4.194150 0.0 0.0 0.0 0.001
C 1.935373 -0.045517 -2.930922 0.0 0.0 -0.1 -0.117
C 0.582619 -0.298221 -2.646435 0.0 -0.2 0.4 0.094
H -3.225109 0.133089 -0.618829 0.0 0.0 0.0 0.002
H -1.746256 -0.800522 -0.868704 0.0 0.0 0.0 -0.020
H -3.245656 -1.355532 -1.575909 0.0 0.0 0.0 0.001
H -2.723105 2.173886 -1.628582 0.0 0.0 0.0 0.000
H -2.100456 2.229133 -3.283612 0.0 0.0 0.0 0.000
H -1.022168 1.738922 -1.972425 0.0 0.0 0.0 0.001
H -2.249155 -0.050514 -4.580983 0.0 0.0 0.0 0.000
H -2.035635 -1.434470 -3.524318 0.0 0.0 0.0 -0.002
H -0.537131 0.296522 -5.824803 0.0 0.0 0.0 0.000
H 1.862165 0.670038 -6.243318 0.0 0.0 0.0 0.000
H 3.469987 0.471206 -4.344544 0.0 0.0 0.0 -0.001
H 2.665058 -0.119265 -2.130187 0.0 0.0 0.0 -0.009
C 2.053208 -3.684806 -2.346936 -0.1 0.0 0.0 0.002
As 0.361234 -3.331502 -1.438206 0.0 -0.1 -0.2 -0.009
C -0.830661 -3.937190 -2.879162 0.0 0.0 0.0 -0.007
C 0.273574 -4.912118 -0.300458 0.0 0.1 0.0 0.000
H 2.103099 -4.725239 -2.670892 0.0 0.0 0.0 0.000
H 2.866499 -3.460921 -1.658695 0.0 0.0 0.0 0.000
H 2.126686 -3.019161 -3.206512 0.0 0.0 0.0 0.000
H -0.567258 -4.944462 -3.205760 0.0 0.0 0.0 0.000
H -0.731958 -3.249670 -3.719172 0.0 0.0 0.0 0.001
H -1.865125 -3.931091 -2.534113 0.0 0.0 0.0 0.000
H 0.377495 -5.815478 -0.902149 0.0 0.0 0.0 0.000
H -0.676483 -4.921915 0.231898 0.0 0.0 0.0 0.000
H 1.068757 -4.853891 0.440810 0.0 0.0 0.0 0.000
N -0.112149 0.849422 0.537328 -0.1 0.1 -0.4 0.015
S 0.371385 1.085983 2.036770 -0.1 -0.1 0.2 -0.015
C -1.083272 1.031573 3.102067 0.1 0.0 0.0 0.001
C -0.974473 1.403510 4.433995 0.1 0.0 0.0 0.000
C -2.076546 1.278305 5.263067 0.0 0.0 0.0 0.000
C -3.270986 0.777548 4.761733 0.0 0.0 0.0 0.000
C -3.361990 0.393490 3.432580 0.0 0.0 0.0 0.001
C -2.261315 0.513033 2.595306 0.1 0.1 0.0 0.002
C 0.769677 2.820699 2.175921 0.0 0.1 0.0 0.002
C -0.197816 3.816740 2.096852 0.0 -0.1 0.0 -0.001
C 0.193790 5.144123 2.126054 0.0 0.0 0.0 0.000
C 1.540537 5.469163 2.240470 0.0 0.0 0.0 0.000
C 2.498655 4.469629 2.318810 0.0 0.0 0.0 0.000
C 2.116412 3.135816 2.285498 0.0 -0.1 0.0 -0.001
H -0.724342 1.590985 0.205940 0.0 0.0 0.0 0.001
H -0.033946 1.775337 4.823205 0.0 0.0 0.0 0.000
H -1.999858 1.559429 6.305449 0.0 0.0 0.0 0.000
H -4.127972 0.673011 5.415129 0.0 0.0 0.0 0.000
H -4.286588 -0.017571 3.047357 0.0 0.0 0.0 0.000
H -2.285056 0.188990 1.564426 0.0 0.0 -0.1 -0.003
H -1.245363 3.549569 2.022268 0.0 0.0 0.0 0.000
H -0.550097 5.928134 2.064317 0.0 0.0 0.0 0.000
H 1.841467 6.508889 2.266289 0.0 0.0 0.0 0.000
H 3.547161 4.722956 2.404543 0.0 0.0 0.0 0.000
H 2.852819 2.340946 2.333496 0.0 0.0 0.0 0.000
```
Forces are in eV/Å.

As for the net charge: -1. The energy comes out at -5679.49907 a.u. The expectation value of S² is 0.774. The relative energy (zero: lowest compared OMol25 entry of this formula, charge and spin) comes out at 56.8 kcal per mole. Its multiplicity is 2. The value obtained for the HOMO energy (spin up / spin down) is -3.58 / -2.96 eV.

The following is a DFT calculation (ωB97M-V with the def2-TZVPD basis set) of a structure of composition C28H32BHfN11OS6 at a distorted geometry.

XYZ file:
```
80
Properties=species:S:1:pos:R:3:forces:R:3:mulliken_spin:R:1
Hf 13.011347 12.611291 12.653380 -1.0 0.1 0.4 0.005
C 11.907701 9.218183 11.132796 0.8 0.3 1.1 -0.002
C 13.349708 9.609761 11.225087 -1.2 0.1 1.4 0.003
C 14.325774 9.090098 10.458671 2.3 -1.0 -2.4 0.005
C 15.516854 9.753253 10.824840 0.5 -0.2 -1.4 0.000
N 15.190812 10.627206 11.753402 1.4 1.1 1.6 0.002
N 13.855047 10.556243 12.083097 0.4 0.4 -1.2 0.004
B 16.295443 11.619972 12.505678 -2.5 0.2 -0.3 -0.005
N 15.776526 11.915226 13.961146 0.2 -0.8 -1.1 0.001
C 16.476330 11.738702 15.058254 1.2 0.4 0.7 0.000
C 15.841443 12.334493 16.109391 0.4 0.8 1.6 0.000
C 14.692845 12.928759 15.592703 0.5 -1.0 -1.5 -0.001
C 13.731348 13.824547 16.253570 -0.8 -0.8 1.0 0.001
N 14.626547 12.614224 14.249275 0.3 0.1 0.9 -0.001
N 16.040988 13.048064 11.807852 3.2 -0.1 -1.0 0.015
C 16.978306 13.801420 11.161076 1.4 0.1 1.1 0.005
C 16.380279 14.933016 10.644236 0.3 -0.2 -0.8 -0.002
C 15.036655 14.786573 10.976058 1.1 0.1 -0.2 -0.018
C 13.976233 15.765015 10.619014 0.5 -1.8 1.0 0.020
N 14.874498 13.661655 11.681875 -1.9 -0.2 0.1 -0.014
N 17.656097 10.975648 12.354045 0.3 1.3 -1.2 0.000
C 18.579394 11.101390 11.329106 0.4 -0.1 -0.3 0.000
C 19.694096 10.364800 11.661515 0.1 0.7 -1.2 0.000
C 19.368587 9.824312 12.888206 0.6 -1.2 1.9 0.000
C 20.170705 9.004220 13.846424 1.3 -1.1 -0.8 0.000
N 18.178761 10.166230 13.301946 -0.9 0.3 0.3 0.000
H 11.865189 8.510796 10.320666 -0.6 0.0 -0.3 -0.002
H 11.404981 10.163179 10.984837 -0.9 -0.2 -0.4 -0.004
H 11.519340 8.747062 12.054391 0.3 0.3 -0.4 0.000
H 14.248278 8.411916 9.565066 -0.1 0.6 1.5 0.000
H 16.565488 9.735373 10.362134 -1.9 -0.2 1.1 0.000
H 17.510552 11.424681 15.085571 -0.4 -0.6 -0.4 0.000
H 16.360141 12.436142 17.094332 -1.1 0.0 -0.9 0.000
H 12.691469 13.399297 16.221457 0.9 0.5 0.0 0.000
H 13.773937 14.807957 15.829026 -0.2 0.5 -0.4 0.000
H 14.058217 13.916478 17.296807 -0.3 0.0 -0.2 0.000
H 18.074686 13.643793 11.310965 -1.3 -0.3 -0.4 0.000
H 16.812390 15.697811 9.966252 -0.3 -0.6 0.9 0.000
H 13.995127 15.841744 9.549269 -0.4 0.4 -0.5 0.000
H 14.245798 16.670429 11.134231 -0.5 0.6 0.0 -0.001
H 13.103548 15.254880 11.002198 -0.9 0.8 -0.2 -0.010
H 18.485528 11.627930 10.381390 -0.6 0.1 0.5 0.000
H 20.623266 10.254690 11.085235 -0.7 0.1 0.4 0.000
H 20.976959 8.405058 13.346635 -1.0 0.2 0.1 0.000
H 19.539784 8.321288 14.424002 0.2 0.3 -0.1 0.000
H 20.784343 9.618131 14.489409 -0.2 0.4 0.5 0.000
S 8.929593 12.000353 14.794941 -0.1 -0.5 -0.3 0.006
C 10.289075 11.887461 13.906225 0.1 0.1 0.0 -0.005
S 10.447699 12.491820 12.243278 0.5 0.0 0.4 0.031
S 11.829714 11.317380 14.518488 -0.1 0.3 -0.2 0.004
C 10.175673 14.887175 15.110459 0.9 -0.2 0.0 0.001
N 10.938116 15.958342 14.451082 0.5 -0.9 -0.3 0.000
C 10.299384 17.245111 14.528416 0.7 1.1 0.2 0.000
C 11.936828 15.731000 13.609268 -0.8 1.0 1.6 -0.002
O 12.541357 14.662641 13.484202 0.6 -1.8 -0.9 0.001
H 9.853214 15.252948 16.087182 0.0 -0.2 -0.1 0.000
H 10.753274 13.954519 15.208728 0.0 0.7 0.0 0.000
H 9.340371 14.655973 14.470085 -0.5 0.0 0.0 0.000
H 9.353403 17.158416 14.060322 -1.2 0.0 -0.3 0.000
H 10.858456 18.007265 13.956930 -0.1 -0.3 0.5 0.000
H 10.151227 17.565298 15.581361 0.3 -0.2 -0.7 0.000
H 12.285522 16.631931 13.127448 0.2 0.3 -0.5 0.000
S 8.315267 14.279219 6.647692 1.1 -0.3 1.1 0.337
C 9.538275 13.992683 7.741927 -0.8 1.0 -0.2 -0.121
S 10.852688 12.920265 7.562923 0.0 -0.7 -0.8 -0.043
C 11.483791 13.363036 9.098795 0.0 -0.8 -0.1 -0.024
N 10.810037 14.342388 9.669266 -0.4 1.3 1.2 0.256
N 9.761119 14.685978 8.988543 -0.3 -1.3 -2.3 0.216
C 8.904285 15.791612 9.208375 0.2 0.6 0.9 -0.011
C 7.661118 15.560988 9.750847 -0.1 -0.3 0.1 0.005
C 6.742774 16.570299 9.768180 -0.6 1.3 0.7 0.001
C 7.139846 17.851890 9.374149 0.1 1.2 -0.5 0.000
C 8.405837 18.120492 8.753889 -1.2 -1.3 2.1 -0.002
C 9.308291 17.024854 8.753955 -0.4 1.7 -1.6 0.014
S 12.666538 12.441557 9.791442 0.8 0.0 0.5 0.336
H 7.398280 14.628267 10.198261 0.0 -0.7 -0.1 -0.002
H 5.736322 16.417817 10.210458 0.9 0.1 -0.4 0.000
H 6.433346 18.686388 9.606423 0.7 -0.7 -0.7 0.000
H 8.639911 19.159883 8.487428 0.2 -0.8 -0.1 0.001
H 10.232530 17.139221 8.180902 0.0 -0.2 0.5 0.000
```
Forces are in eV/Å.

As for the net charge: +1. The energy comes out at -4225.70239 a.u. The expectation value of S² is 0.797. The relative energy (zero: lowest compared OMol25 entry of this formula, charge and spin) comes out at 51.8 kcal per mole. Its multiplicity is 2. The value obtained for the HOMO energy (spin up / spin down) is -10.09 / -10.07 eV.